Entry 1:
The following is a DFT calculation (wB97M-V/def2-TZVPD) of 2 unconnected molecules or ions with the total composition C17H12N5O9 in a non-equilibrium geometry.

Structure (XYZ):
```
43
Properties=species:S:1:pos:R:3:forces:R:3
C 3.993 -1.662 3.455 -0.17 -0.22 0.23
C 4.011 -0.192 3.109 -0.21 0.76 0.23
O 2.681 0.335 2.848 0.98 -0.51 -0.29
C 1.828 0.153 3.922 -1.00 0.04 1.07
C 0.443 0.072 3.493 0.15 0.12 0.31
C -0.379 -0.901 4.095 0.66 0.47 0.63
C -1.764 -1.143 3.534 -0.53 -0.58 -0.02
C -2.308 -2.432 3.716 -0.09 0.29 0.21
C -3.678 -2.642 3.604 -0.01 0.86 -0.13
C -4.529 -1.565 3.267 0.60 -0.10 -0.36
C -3.967 -0.344 2.849 0.12 -0.58 0.38
C -2.585 -0.147 2.989 -0.21 -0.15 0.04
O -0.042 -1.576 5.091 -0.53 -0.38 -0.53
O 2.273 0.025 5.059 -0.08 0.13 -1.17
H 5.006 -2.083 3.511 -0.10 0.23 -0.04
H 3.522 -1.732 4.440 0.05 -0.41 -0.29
H 3.427 -2.238 2.714 0.01 0.09 0.15
H 4.415 0.374 3.962 0.16 -0.12 -0.37
H 4.585 -0.006 2.201 -0.04 0.20 0.01
H 0.049 0.709 2.718 0.30 -0.39 -0.37
H -1.661 -3.261 4.031 -0.18 0.56 -0.01
H -4.065 -3.630 3.828 -0.20 0.12 -0.02
H -5.604 -1.697 3.310 0.02 -0.01 -0.21
H -4.588 0.471 2.452 0.22 -0.42 0.31
H -2.170 0.808 2.684 -0.10 -0.28 0.37
O 2.639 6.907 -2.132 -0.55 -0.77 0.85
N 1.856 6.163 -1.565 -0.80 -1.47 0.95
C 1.882 5.157 -0.613 0.71 1.27 -1.78
C 0.586 4.629 -0.486 -2.02 1.16 -0.93
N -0.285 5.309 -1.289 1.94 -1.36 1.43
O 0.482 6.212 -1.949 0.54 0.38 -0.21
C 0.316 3.550 0.461 1.60 -0.24 0.86
N -1.046 3.190 0.803 -1.84 -2.21 1.37
O -1.154 2.154 1.513 0.44 2.30 -1.68
O -2.030 3.858 0.462 2.09 -0.41 0.00
C 1.382 2.982 1.194 -2.11 0.28 -0.66
C 2.633 3.613 1.115 1.95 1.43 0.41
N 3.636 3.665 2.087 -1.40 -0.79 -0.15
O 3.849 3.027 3.102 -0.11 1.02 -1.38
O 4.442 4.759 1.779 0.51 -0.57 -0.18
N 4.049 5.385 0.618 -2.45 -1.59 -0.47
C 2.931 4.699 0.240 2.05 1.63 1.44
H 1.294 2.133 1.874 -0.42 0.23 -0.01
```
Forces are in eV/Å.

Values from the calculation:
molecular weight = 430.31 g mol⁻¹
net charge = -1
frontier orbital gap = 3.5 eV
E = -1605.5687 a.u.



Entry 2:
The following is a DFT calculation (wB97M-V/def2-TZVPD) of a molecular structure, C17H13Br33O3 in a non-equilibrium geometry.

Structure (XYZ):
```
66
Properties=species:S:1:pos:R:3:forces:R:3
C -8.375 -3.101 -4.904 7.26 0.33 6.73
C -7.250 -3.082 -4.026 -8.29 -0.02 -2.89
C -6.315 -3.231 -2.650 -0.12 1.64 0.80
C -5.730 -2.186 -1.767 -1.34 -3.57 -2.01
C -4.970 -3.005 -0.562 2.49 2.31 2.15
O -4.023 -2.629 0.314 -6.97 -3.10 -6.15
O -5.649 -4.342 -0.622 2.06 -0.18 -2.16
C -5.920 -4.706 -2.053 1.28 -1.57 -1.55
O -5.816 -5.903 -2.656 3.98 9.65 5.88
H -9.417 -3.139 -5.485 3.42 0.55 1.30
H -5.855 -1.043 -1.989 0.64 -2.52 0.78
C -0.868 -1.027 0.335 -0.26 -0.16 0.03
Br -1.480 0.399 -0.839 0.20 -0.36 0.25
Br 0.392 -2.210 -0.558 -0.27 0.34 0.23
Br -0.151 -0.333 2.004 -0.25 -0.09 -0.47
H -1.747 -1.629 0.590 0.35 0.29 -0.13
C -3.565 4.162 0.662 -0.13 -0.05 0.24
Br -2.064 3.361 1.605 -0.38 0.24 -0.30
Br -3.258 6.044 0.279 -0.04 -0.48 0.03
Br -4.028 3.164 -0.942 0.09 0.28 0.35
H -4.429 4.109 1.332 0.40 0.03 -0.33
C 2.345 -1.354 5.740 0.02 -0.17 0.18
Br 4.209 -0.804 5.676 -0.45 -0.11 -0.05
Br 1.146 0.169 5.906 0.30 -0.34 -0.13
Br 1.872 -2.486 4.230 0.20 0.29 0.38
H 2.221 -1.959 6.644 0.06 0.29 -0.42
C -3.370 -3.237 -5.696 0.43 -0.30 -0.34
Br -3.327 -1.439 -6.436 -0.05 -0.44 0.24
Br -1.984 -3.503 -4.357 -0.34 0.14 -0.22
Br -5.133 -3.698 -5.014 1.94 -0.12 -1.74
H -3.156 -3.927 -6.519 -0.05 0.32 0.35
C -9.493 -6.841 -3.579 -0.24 -1.13 -0.16
Br -10.157 -5.255 -4.489 -0.46 -1.19 0.50
Br -7.641 -6.633 -3.020 -5.37 -1.29 -1.43
Br -10.642 -7.359 -2.097 0.11 0.17 -0.30
H -9.518 -7.660 -4.305 -0.26 0.40 0.22
C -0.113 1.353 -6.700 0.13 -0.17 -0.05
Br -0.663 0.988 -4.870 0.15 0.11 -0.38
Br -1.616 1.886 -7.814 0.33 -0.09 0.31
Br 1.338 2.646 -6.775 -0.43 -0.29 0.05
H 0.273 0.414 -7.111 -0.20 0.42 0.20
C 4.651 -1.433 0.757 -0.11 -0.05 0.24
Br 6.515 -0.883 0.693 -0.42 -0.09 -0.06
Br 3.452 0.090 0.923 0.38 -0.41 -0.09
Br 4.178 -2.565 -0.753 0.20 0.30 0.33
H 4.527 -2.038 1.661 0.05 0.27 -0.38
C -1.504 6.409 -3.458 -0.25 0.01 0.12
Br -1.223 7.283 -5.173 -0.02 -0.24 0.42
Br -1.413 4.472 -3.610 0.10 0.50 -0.04
Br -0.294 7.086 -2.093 -0.23 -0.18 -0.39
H -2.521 6.657 -3.135 0.46 -0.11 -0.13
C 8.595 -0.032 3.935 -0.23 0.11 -0.08
Br 9.186 0.753 5.613 -0.07 -0.27 -0.35
Br 9.960 0.094 2.555 -0.33 -0.06 0.37
Br 7.972 -1.860 4.171 0.22 0.45 0.02
H 7.737 0.556 3.591 0.37 -0.27 0.12
C 6.900 3.608 7.949 0.13 -0.01 -0.09
Br 7.540 2.963 9.669 -0.18 0.17 -0.41
Br 5.184 2.826 7.475 0.43 0.19 0.11
Br 6.855 5.552 7.877 -0.07 -0.48 0.18
H 7.622 3.277 7.195 -0.30 0.15 0.32
C 10.081 5.205 5.251 0.18 -0.03 -0.16
Br 10.721 4.560 6.971 -0.25 0.13 -0.38
Br 8.364 4.423 4.777 0.43 0.24 -0.10
Br 10.035 7.149 5.179 -0.05 -0.52 0.07
H 10.803 4.874 4.497 -0.35 0.14 0.35
```
Forces are in eV/Å.

Values from the calculation:
molecular weight = 2902.12 g mol⁻¹
net charge = 0
frontier orbital gap = 6.8 eV
E = -85823.2034 a.u.



Entry 3:
The following is a DFT calculation (wB97M-V/def2-TZVPD) of a molecular structure, C17H13BrN4O2PdS in a non-equilibrium geometry.

Structure (XYZ):
```
39
Properties=species:S:1:pos:R:3:forces:R:3
Pd -0.486 -0.130 0.627 -0.76 -1.12 0.48
O -5.058 2.608 -4.122 -0.19 0.02 0.08
C -3.902 2.175 -3.588 0.31 -0.08 0.07
C -2.727 2.026 -4.321 -0.08 0.05 -0.07
C -1.595 1.594 -3.662 0.04 -0.01 -0.10
N -1.567 1.274 -2.371 0.02 -0.12 0.27
C -2.693 1.392 -1.713 0.25 0.03 -0.44
Br -2.656 0.851 0.130 -0.28 0.19 0.03
C -3.883 1.857 -2.235 -0.28 -0.04 0.27
H -4.958 2.773 -5.065 0.06 0.01 -0.04
H -2.698 2.244 -5.381 0.01 0.03 0.01
H -0.659 1.493 -4.200 -0.03 -0.01 0.02
H -4.768 1.963 -1.625 -0.05 -0.03 -0.06
C 4.702 -1.541 -1.212 -0.19 0.08 -0.04
C 4.766 -1.771 0.158 0.22 -0.05 0.04
C 3.667 -1.537 0.950 -0.45 0.15 -0.03
C 2.455 -1.084 0.401 1.31 -0.42 -0.69
C 2.382 -0.909 -1.002 -0.79 0.21 0.64
C 3.514 -1.128 -1.782 0.34 0.00 0.03
N 1.371 -0.766 1.229 -0.49 -0.13 1.00
N 1.564 -0.878 2.471 0.72 -0.16 -1.09
C 0.508 -0.509 3.257 -1.62 0.56 0.97
C 0.596 -0.630 4.649 0.49 -0.31 -0.46
C -0.477 -0.284 5.443 -0.19 0.07 0.24
C -1.651 0.185 4.867 0.02 -0.06 -0.24
C -1.748 0.320 3.479 0.09 0.03 0.40
C -0.677 -0.005 2.672 0.62 0.50 -0.87
H 5.572 -1.697 -1.836 0.00 -0.03 0.00
H 5.685 -2.132 0.601 -0.02 0.02 0.03
H 3.707 -1.688 2.018 0.07 -0.04 0.02
H 1.290 -0.160 -2.529 0.09 -0.34 -0.13
H 3.453 -0.970 -2.852 -0.08 -0.04 0.00
H 1.510 -1.026 5.077 -0.01 0.05 0.06
H -0.409 -0.385 6.518 0.02 0.00 -0.01
H -2.498 0.449 5.489 0.02 -0.02 0.05
H -2.675 0.693 3.057 0.02 0.05 0.00
O 0.124 -2.728 -0.689 0.15 -0.65 0.01
S -0.270 -1.449 -1.326 0.14 1.44 0.28
N 1.190 -0.491 -1.580 0.46 0.16 -0.74
```
Forces are in eV/Å.

Values from the calculation:
molecular weight = 523.71 g mol⁻¹
net charge = 0
frontier orbital gap (spin up / spin down) = 5.7 / 5.7 eV
E = -4125.1157 a.u.



Entry 4:
The following is a DFT calculation (wB97M-V/def2-TZVPD) of a single C17H13Cl2N3O2S molecule in a non-equilibrium geometry.

Structure (XYZ):
```
38
Properties=species:S:1:pos:R:3:forces:R:3
C -0.327 -4.863 3.618 -1.32 -0.83 -1.18
C 0.160 -4.228 2.307 -2.24 0.69 0.11
C 1.244 -4.722 1.601 -1.31 1.00 -0.27
C 1.631 -4.165 0.394 -1.07 1.02 0.27
C 0.937 -3.028 -0.076 -0.87 0.19 0.60
C -0.145 -2.496 0.656 -1.45 -1.15 1.15
C -0.654 -3.152 1.797 2.66 -0.92 0.51
N -0.731 -1.428 -0.052 1.25 -0.88 0.38
C 0.009 -1.195 -1.149 1.63 0.90 -2.59
C -0.105 -0.099 -2.199 -0.28 -0.57 4.63
C -0.466 1.242 -1.868 0.14 2.38 -2.70
S -0.773 1.511 -0.154 -1.11 -1.19 0.83
C -0.496 3.178 0.248 -2.46 1.36 -1.91
C -1.569 4.083 0.056 0.51 2.03 -0.29
C -1.266 5.477 0.064 -1.98 -0.93 0.10
C -0.007 5.932 0.307 -0.16 1.39 0.91
C 0.959 5.044 0.658 2.26 1.45 -1.12
C 0.742 3.697 0.434 0.74 0.90 1.05
C -0.480 2.442 -2.752 0.88 -3.15 1.81
Cl 0.858 2.991 -3.722 -0.15 -0.83 -0.12
Cl -1.922 3.268 -3.082 -0.60 0.54 0.45
N 0.225 -0.469 -3.517 -1.05 0.41 -0.72
O -0.670 -0.499 -4.335 -0.03 0.05 -0.37
O 1.381 -0.716 -3.747 1.63 -0.90 -0.41
N 0.967 -2.213 -1.204 0.74 0.88 -1.75
H -0.518 -4.064 4.297 -0.51 0.46 0.67
H -1.240 -5.560 3.537 0.95 1.46 -0.28
H 0.345 -5.516 4.110 1.31 -0.44 0.19
H 1.611 -5.632 1.980 1.10 -0.81 0.14
H 2.418 -4.654 -0.088 1.08 -0.26 -1.18
H -1.474 -2.885 2.451 -0.20 0.49 -0.57
H -1.443 -0.850 0.361 -0.02 0.32 -0.34
H -2.579 3.867 -0.316 0.55 -0.65 0.64
H -2.051 6.235 -0.050 0.09 -0.61 -0.36
H 0.250 7.007 0.298 -0.44 -0.67 0.00
H 1.933 5.618 0.770 -0.71 -1.88 0.16
H 1.563 3.078 0.347 1.64 -1.44 0.26
H 1.682 -2.238 -1.979 -1.20 0.23 1.30
```
Forces are in eV/Å.

Values from the calculation:
molecular weight = 394.28 g mol⁻¹
net charge = 0
SMILES string = Cc1ccc2c(c1)N/C(=C(\C(Sc1ccccc1)=C(Cl)Cl)[N+](=O)[O-])N2
frontier orbital gap = 5.7 eV
E = -2288.6928 a.u.



Entry 5:
The following is a DFT calculation (wB97M-V/def2-TZVPD) of a molecular structure, C17H13Cl3N5O7RuSe4.

Structure (XYZ):
```
50
Properties=species:S:1:pos:R:3:forces:R:3
Ru -0.835 1.177 0.006 0.07 -0.19 0.37
C -2.060 1.328 4.450 -0.11 -0.06 -0.02
C -1.502 0.678 3.214 -0.05 -0.19 0.17
O -0.931 1.343 2.345 -0.02 0.22 -0.22
N -1.647 -0.653 3.109 0.05 0.03 0.02
C -1.071 -1.422 2.011 -0.09 0.08 0.02
C -2.012 -1.565 0.843 0.11 0.08 -0.15
C -2.858 -2.656 0.742 0.03 -0.08 0.01
C -3.672 -2.796 -0.367 -0.05 -0.08 0.01
C -3.615 -1.834 -1.361 -0.05 -0.04 -0.09
C -2.767 -0.763 -1.189 0.13 0.03 0.19
N -1.986 -0.617 -0.107 -0.28 0.12 -0.07
H -1.716 2.356 4.497 0.01 0.02 -0.01
H -1.751 0.796 5.350 -0.01 0.00 -0.01
H -3.154 1.321 4.408 0.10 0.00 0.00
H -2.127 -1.142 3.848 0.02 0.00 0.00
H -0.801 -2.407 2.381 -0.03 -0.03 0.04
H -0.160 -0.928 1.685 0.07 0.00 0.00
H -2.853 -3.405 1.523 0.00 0.02 -0.02
H -4.329 -3.650 -0.462 0.02 0.02 0.00
H -4.211 -1.910 -2.259 0.01 0.00 0.02
H -2.693 0.008 -1.944 0.00 0.05 -0.01
Se 4.106 0.393 2.058 -0.04 -0.03 -0.05
Se 2.470 1.813 2.549 -0.03 -0.10 -0.08
Se 2.480 3.286 0.692 -0.10 0.00 -0.05
Se 0.373 3.303 -0.159 0.03 -0.09 -0.04
Cl -5.801 3.086 -1.403 -0.16 -0.11 -0.20
C -4.844 3.596 -0.025 0.13 -0.11 0.03
Cl -4.468 5.301 -0.121 0.07 0.33 0.01
Cl -5.650 3.205 1.490 -0.06 -0.05 0.13
C -3.578 2.848 -0.055 0.05 -0.08 0.04
N -2.596 2.264 -0.066 -0.02 0.07 -0.04
O 0.377 -1.837 -0.981 -0.07 -0.06 0.08
C 1.100 -0.873 -0.873 -0.27 -0.19 0.30
O 0.875 0.196 -0.129 -0.04 0.36 -0.25
C 2.417 -0.795 -1.549 0.33 0.08 -0.08
C 2.861 0.420 -2.047 -0.05 0.17 0.13
C 4.107 0.486 -2.622 0.14 0.09 -0.07
C 4.946 -0.605 -2.699 0.21 -0.06 -0.13
C 4.471 -1.794 -2.190 0.17 -0.13 -0.04
C 3.219 -1.920 -1.631 -0.11 -0.19 0.00
N 5.351 -2.988 -2.239 -0.09 0.03 0.01
O 6.465 -2.838 -2.684 0.15 0.09 -0.08
O 4.892 -4.031 -1.829 -0.09 -0.04 0.06
N 4.583 1.783 -3.147 0.15 -0.13 -0.09
O 3.920 2.765 -2.889 -0.17 0.13 0.06
O 5.604 1.777 -3.795 0.00 0.00 0.03
H 2.256 1.312 -1.981 0.00 -0.02 0.03
H 5.930 -0.534 -3.139 -0.02 0.00 0.01
H 2.884 -2.878 -1.257 -0.01 0.03 0.00
```
Forces are in eV/Å.

Values from the calculation:
molecular weight = 922.59 g mol⁻¹
net charge = +1
frontier orbital gap (spin up / spin down) = 7.9 / 6.0 eV
E = -12536.8961 a.u.
2S+1 = 5



Entry 6:
The following is a DFT calculation (wB97M-V/def2-TZVPD) of a single C17H13ClFNO2 molecule in a non-equilibrium geometry.

Structure (XYZ):
```
35
Properties=species:S:1:pos:R:3:forces:R:3
C -0.282 -1.228 2.183 -0.35 -0.29 0.19
N 0.427 -0.264 1.376 0.11 0.18 0.01
C 1.859 -0.092 1.550 0.13 0.21 -0.14
C 2.624 -0.380 0.281 0.06 -0.16 0.01
C 2.352 -1.514 -0.477 0.36 0.19 -0.10
F 1.417 -2.384 -0.034 0.02 0.01 0.04
C 2.999 -1.807 -1.662 -0.17 -0.05 0.12
C 3.971 -0.938 -2.121 -0.06 0.03 0.10
C 4.288 0.193 -1.391 0.04 0.09 0.03
C 3.620 0.462 -0.206 -0.09 -0.49 -0.26
Cl 4.061 1.877 0.669 0.13 0.34 0.15
C -0.136 0.511 0.417 0.37 -0.07 0.30
O 0.542 1.293 -0.237 -0.24 0.09 -0.02
C -1.581 0.421 0.147 -0.55 0.79 -1.09
C -2.230 1.127 -0.827 0.58 -0.35 0.55
C -3.600 0.756 -0.752 -0.17 -0.50 0.54
C -4.760 1.101 -1.444 0.08 -0.04 0.07
C -5.943 0.509 -1.065 -0.11 0.08 -0.12
C -5.994 -0.416 -0.018 0.04 -0.04 0.05
C -4.862 -0.775 0.684 0.26 -0.09 0.17
C -3.670 -0.178 0.304 -0.54 0.56 -0.78
O -2.446 -0.375 0.842 0.03 -0.27 0.31
H -1.040 -0.739 2.798 0.06 -0.14 0.02
H -0.767 -1.980 1.559 0.04 -0.01 0.13
H 0.423 -1.734 2.838 0.02 0.05 -0.05
H 2.062 0.942 1.846 0.02 -0.25 0.01
H 2.199 -0.761 2.344 -0.11 0.09 -0.02
H 2.733 -2.701 -2.203 -0.04 -0.10 -0.04
H 4.484 -1.143 -3.047 0.06 -0.02 -0.08
H 5.048 0.875 -1.738 0.06 0.07 -0.01
H -1.769 1.817 -1.502 0.19 0.13 -0.10
H -4.722 1.815 -2.253 -0.03 0.07 -0.09
H -6.857 0.758 -1.585 -0.07 0.02 -0.05
H -6.943 -0.858 0.246 -0.07 -0.05 0.04
H -4.894 -1.488 1.493 -0.03 -0.08 0.09
```
Forces are in eV/Å.

Values from the calculation:
molecular weight = 317.75 g mol⁻¹
net charge = 0
SMILES string = CN(Cc1c(F)cccc1Cl)C(=O)c1cc2ccccc2o1
frontier orbital gap = 8.9 eV
E = -1420.9165 a.u.